Entry 1:
The following is a quantum chemistry calculation of the molecule C6H11N at a distorted geometry, from the Open Molecules 2025 dataset.

Values from the calculation:
HOMO level, eV: -7.93
Charge: 0
Molar mass, g/mol: 97.16
Structure (SMILES): C=CNC/C=C/C
HOMO-LUMO gap, eV: 9.11
Total energy, eV: -7888.5089
LUMO level, eV: 1.17

Atoms and positions in Å:
C -1.56 2.58 -1.02
C -0.53 1.89 -0.54
N -0.45 1.17 0.65
C 0.83 0.49 0.96
C 0.36 -3.11 -0.50
C 0.82 -1.66 -0.26
C 0.60 -1.00 0.87
H -2.60 2.60 -0.72
H -1.37 3.18 -1.90
H 0.42 2.06 -1.03
H -1.27 0.61 0.82
H 1.52 0.90 0.22
H 1.24 0.86 1.89
H 1.16 -3.77 -0.20
H -0.56 -3.34 0.04
H 0.06 -3.08 -1.56
H 1.49 -1.39 -1.08
H -0.10 -1.44 1.56

***

Entry 2:
The following is a quantum chemistry calculation of the molecule C6H11N at a distorted geometry, from the Open Molecules 2025 dataset.

Values from the calculation:
HOMO level, eV: -8.11
Charge: 0
Molar mass, g/mol: 97.16
Structure (SMILES): C/C=C/C/C=C/N
HOMO-LUMO gap, eV: 9.08
Total energy, eV: -7887.0075
LUMO level, eV: 0.96

Atoms and positions in Å:
C -1.54 -1.06 -0.11
C -1.10 -1.87 0.85
N -1.46 -3.26 1.07
C -0.95 0.30 -0.37
C 0.47 0.66 -0.08
C 1.03 1.63 -0.84
C 2.22 2.43 -0.43
H -2.60 -1.06 -0.36
H -0.10 -1.71 1.27
H -2.18 -3.27 1.79
H -0.67 -3.70 1.52
H -1.69 1.10 -0.27
H -1.05 0.34 -1.49
H 1.11 -0.11 0.35
H 0.88 1.60 -1.93
H 2.06 3.50 -0.52
H 2.47 2.21 0.61
H 3.10 2.26 -1.06

***

Entry 3:
The following is a quantum chemistry calculation of a 3-piece molecular cluster, C6H11N overall at a distorted geometry, from the Open Molecules 2025 dataset.

Values from the calculation:
HOMO level, eV: -6.79
Charge: 0
Molar mass, g/mol: 97.16
HOMO-LUMO gap, eV: 6.85
Total energy, eV: -7884.4934
LUMO level, eV: 0.05

Atoms and positions in Å:
C 2.04 -0.43 0.12
C 1.06 0.58 0.37
C 0.63 1.49 -0.60
C -1.21 -1.01 0.05
C -2.44 -0.60 0.72
C -0.86 -0.48 -1.09
N -0.58 0.02 -2.09
H 2.37 -1.16 0.86
H 3.01 -0.10 -0.27
H 1.65 -1.05 -0.71
H 0.62 0.53 1.34
H 1.86 1.92 0.44
H 0.01 2.33 -0.35
H 1.06 1.52 -1.59
H -0.94 -2.06 0.05
H -3.31 -1.18 0.39
H -2.29 -0.77 1.79
H -2.67 0.46 0.57

***

Entry 4:
The following is a quantum chemistry calculation of a 2-piece molecular cluster, C6H11N overall at a distorted geometry, from the Open Molecules 2025 dataset.

Values from the calculation:
HOMO level, eV: -9.63
Charge: 0
Molar mass, g/mol: 97.16
Structure (SMILES): C=C(CC)CC#N.[H][H]
HOMO-LUMO gap, eV: 10.57
Total energy, eV: -7888.2775
LUMO level, eV: 0.94

Atoms and positions in Å:
C 2.20 0.10 -0.24
C 0.94 -0.66 0.12
C -0.33 0.12 -0.06
C -1.48 -0.39 0.79
C -0.51 1.18 -0.83
C -1.17 0.42 1.97
N -0.82 1.12 2.83
H 2.16 0.45 -1.28
H 3.08 -0.54 -0.14
H 2.32 0.97 0.41
H 1.00 -1.05 1.14
H 0.82 -1.55 -0.52
H -1.43 -1.46 1.03
H -2.48 -0.15 0.41
H -1.77 -1.24 -1.60
H -1.50 1.62 -0.95
H 0.30 1.65 -1.37
H -1.39 -0.65 -1.84

***

Copy entry 4 word for word.
The following is a quantum chemistry calculation of a 2-piece molecular cluster, C6H11N overall at a distorted geometry, from the Open Molecules 2025 dataset.

Values from the calculation:
HOMO level, eV: -9.63
Charge: 0
Molar mass, g/mol: 97.16
Structure (SMILES): C=C(CC)CC#N.[H][H]
HOMO-LUMO gap, eV: 10.57
Total energy, eV: -7888.2775
LUMO level, eV: 0.94

Atoms and positions in Å:
C 2.20 0.10 -0.24
C 0.94 -0.66 0.12
C -0.33 0.12 -0.06
C -1.48 -0.39 0.79
C -0.51 1.18 -0.83
C -1.17 0.42 1.97
N -0.82 1.12 2.83
H 2.16 0.45 -1.28
H 3.08 -0.54 -0.14
H 2.32 0.97 0.41
H 1.00 -1.05 1.14
H 0.82 -1.55 -0.52
H -1.43 -1.46 1.03
H -2.48 -0.15 0.41
H -1.77 -1.24 -1.60
H -1.50 1.62 -0.95
H 0.30 1.65 -1.37
H -1.39 -0.65 -1.84

***

Repeat the fourth record exactly.
The following is a quantum chemistry calculation of a 2-piece molecular cluster, C6H11N overall at a distorted geometry, from the Open Molecules 2025 dataset.

Values from the calculation:
HOMO level, eV: -9.63
Charge: 0
Molar mass, g/mol: 97.16
Structure (SMILES): C=C(CC)CC#N.[H][H]
HOMO-LUMO gap, eV: 10.57
Total energy, eV: -7888.2775
LUMO level, eV: 0.94

Atoms and positions in Å:
C 2.20 0.10 -0.24
C 0.94 -0.66 0.12
C -0.33 0.12 -0.06
C -1.48 -0.39 0.79
C -0.51 1.18 -0.83
C -1.17 0.42 1.97
N -0.82 1.12 2.83
H 2.16 0.45 -1.28
H 3.08 -0.54 -0.14
H 2.32 0.97 0.41
H 1.00 -1.05 1.14
H 0.82 -1.55 -0.52
H -1.43 -1.46 1.03
H -2.48 -0.15 0.41
H -1.77 -1.24 -1.60
H -1.50 1.62 -0.95
H 0.30 1.65 -1.37
H -1.39 -0.65 -1.84